Record 1
Formula: C17H26NO2
Source: OMol25
Level of theory: ωB97M-V/def2-TZVPD

## Properties
E_tot = -23628.0979 eV
HOMO = -10.9794 eV
HOMO-LUMO gap = 8.8 eV
SMILES string = C=CC[NH+](CC=C)CCOc1ccc(OC(C)C)cc1
relative energy (zero: lowest compared OMol25 entry of this formula, charge and spin) = 1.687 eV
charge = +1

Each line ends with the Mulliken charge.
CARTESIAN COORDINATES (ANGSTROEM)
O (-0.82163, 1.86822, -0.03688)  -0.51
O (4.47894, 0.30863, -0.22809)  -0.41
N (-2.75747, 0.18018, -0.21322)  0.55
C (-4.04995, 0.76323, 0.22826)  -0.30
C (0.51295, 1.44101, -0.13093)  0.42
C (-2.77487, -1.30282, -0.10450)  -0.66
C (6.54655, -0.44054, 0.62725)  -1.49
C (0.90618, 0.35406, 0.63159)  -0.70
C (-4.20051, 0.65001, 1.72433)  -0.44
C (2.75530, 1.69320, -0.91855)  -0.79
C (1.44621, 2.11504, -0.90808)  -0.44
C (-1.54432, 2.01486, -1.23889)  -0.76
C (4.81460, -2.09887, -0.14428)  -1.27
C (-2.29121, 0.69088, -1.52006)  -0.80
C (-4.79578, -2.63916, -0.65189)  -0.79
C (2.22522, -0.06571, 0.63025)  -0.23
C (5.05748, -0.75235, 0.53477)  0.48
C (-3.75729, -1.92825, -1.05074)  -0.11
C (-3.30389, 1.11817, 2.57430)  -0.73
C (3.17307, 0.59927, -0.14784)  0.54
H (-3.03391, -1.55702, 0.92602)  0.44
H (-3.12326, 0.83609, -2.20746)  0.36
H (7.05174, -1.20742, 1.20626)  0.42
H (2.49762, -0.90757, 1.24548)  0.38
H (-3.55629, -1.78860, -2.10337)  0.33
H (6.69860, 0.52294, 1.10598)  0.37
H (-5.00709, -2.80813, 0.39138)  0.26
H (6.97778, -0.40366, -0.36913)  0.34
H (3.49482, 2.20928, -1.50852)  0.43
H (1.15619, 2.98002, -1.48486)  0.51
H (-1.76619, -1.66980, -0.31537)  0.44
H (5.27206, -2.09746, -1.13038)  0.34
H (3.75111, -2.29732, -0.25886)  0.37
H (-3.44019, 1.02927, 3.63701)  0.32
H (-4.85690, 0.24327, -0.29090)  0.46
H (-0.89949, 2.26525, -2.08324)  0.50
H (-2.40485, 1.62696, 2.25934)  0.26
H (-1.59237, -0.03223, -1.94565)  0.48
H (0.18787, -0.15750, 1.25804)  0.46
H (-5.46918, -3.09748, -1.35402)  0.29
H (4.62590, -0.75136, 1.54540)  0.29
H (-5.10176, 0.17303, 2.07725)  0.39
H (-2.24806, 2.83677, -1.08047)  0.36
H (-4.06702, 1.81716, -0.05814)  0.41
H (5.25777, -2.89466, 0.44710)  0.38
H (-2.02450, 0.56112, 0.43433)  -0.14

=====

Record 2
Formula: C36H45N9
Source: OMol25
Level of theory: ωB97M-V/def2-TZVPD

## Properties
E_tot = -51466.1014 eV
HOMO = -7.8574 eV
HOMO-LUMO gap = 8.0 eV
SMILES string = c1cc[nH]c1.c1cc[nH]c1.c1cc[nH]c1.c1cc[nH]c1.c1cc[nH]c1.c1cc[nH]c1.c1cc[nH]c1.c1cc[nH]c1.c1cc[nH]c1
relative energy (zero: lowest compared OMol25 entry of this formula, charge and spin) = 5.232 eV

Each line ends with the Mulliken charge.
CARTESIAN COORDINATES (ANGSTROEM)
N (-5.02023, -0.64236, 5.06555)  0.05
N (-2.68205, 6.57554, 3.74337)  -0.02
N (-3.80684, 1.79371, -4.58419)  -0.05
N (-0.84808, 2.97457, 8.29001)  -0.01
N (-1.09695, -0.50955, -1.19467)  0.03
N (3.90153, -5.28582, -1.41664)  0.00
N (2.79341, -1.98779, -10.07379)  0.03
N (4.39870, -4.56311, 5.79467)  -0.03
N (3.01238, 4.87750, -6.63168)  -0.02
C (-7.28727, -0.60271, 4.84160)  -0.34
C (2.00028, 5.42210, -5.84652)  -0.60
C (4.46124, -6.19955, -0.59648)  -0.49
C (-3.96146, 7.07593, 3.97181)  -0.45
C (5.25869, -2.71297, 6.40816)  -0.37
C (5.53781, -4.03606, 6.42330)  -0.36
C (5.78947, -6.13577, -0.83877)  -0.40
C (-0.62713, 2.13052, 7.27403)  -0.46
C (-4.06295, 5.22342, 2.61920)  -0.37
C (3.77329, -3.99176, -10.15456)  -0.35
C (2.39468, 3.28934, -5.28018)  -0.52
C (-6.74799, -1.66069, 4.05608)  -0.46
C (6.03006, -5.30709, -1.89671)  -0.31
C (0.00018, -0.15296, 0.70695)  -0.30
C (-5.64915, 0.70877, -4.88945)  -0.54
C (-0.64603, 0.85101, 7.81404)  -0.41
C (-4.83355, 6.17336, 3.31657)  -0.49
C (3.48897, -3.61060, 5.29793)  -0.48
C (4.82946, -4.77102, -2.29397)  -0.48
C (-0.71381, 0.96097, 9.24464)  -0.58
C (1.62390, 4.30965, -4.98573)  -0.42
C (3.30340, -2.88254, -10.89835)  -0.44
C (-0.98284, 2.29307, 9.48290)  -0.27
C (-2.77285, 5.56354, 2.82179)  -0.39
C (-6.11505, 0.07367, 5.33346)  -0.47
C (-4.63059, 0.08755, -5.67297)  -0.30
C (-3.50005, 0.89755, -5.53649)  -0.46
C (0.84252, -0.78197, -0.20119)  -0.43
C (3.34518, 3.63317, -6.21214)  -0.21
C (3.29660, -3.78766, -8.91111)  -0.25
C (-5.36302, -1.60596, 4.20865)  -0.41
C (4.09207, -2.44070, 5.71282)  -0.41
C (-5.08593, 1.63063, -4.07233)  -0.41
C (2.68805, -2.52428, -8.83780)  -0.63
C (0.16616, -0.98858, -1.41145)  -0.49
C (-1.22139, -0.02116, 0.13179)  -0.58
H (6.61287, -6.56759, -0.28926)  0.36
H (4.20537, 3.19401, -6.69549)  0.37
H (3.54413, -4.51653, -8.15357)  0.36
H (-4.68735, -0.77363, -6.32224)  0.38
H (6.25710, -4.71366, 6.85906)  0.36
H (6.94092, -5.21328, -2.46936)  0.37
H (-4.18880, 7.97227, 4.52975)  0.36
H (2.63404, -3.91434, 4.71205)  0.36
H (-5.98409, 1.00200, 5.86957)  0.37
H (-2.10226, 0.33779, 0.64327)  0.40
H (-0.56523, -0.01867, 7.17880)  0.40
H (3.63274, 5.30814, -7.30234)  0.21
H (2.53698, 2.31913, -4.82758)  0.41
H (-4.07211, -0.48429, 5.37569)  0.18
H (-1.85407, 6.95242, 4.18214)  0.20
H (-4.25611, 4.36074, 1.99882)  0.39
H (-8.31749, -0.27896, 4.85736)  0.37
H (-1.88070, 5.09334, 2.43529)  0.39
H (-1.74992, -0.42204, -1.96022)  0.19
H (-7.34714, -2.09229, 3.26797)  0.33
H (1.65548, 6.43343, -6.00373)  0.37
H (3.80419, -1.42941, 5.46619)  0.38
H (0.24127, 0.04922, 1.74010)  0.41
H (-1.23537, 2.77939, 10.41355)  0.37
H (-5.46863, 2.42719, -3.45150)  0.39
H (-0.88604, 0.23658, 10.02694)  0.36
H (0.44571, -1.17272, -2.43826)  0.36
H (-4.55316, -2.13504, 3.72845)  0.37
H (1.84716, -1.08565, 0.05355)  0.39
H (2.33246, -1.99803, -7.96427)  0.38
H (4.58381, -4.01405, -3.02408)  0.37
H (-2.53367, 0.85501, -6.01680)  0.40
H (3.54425, -2.63017, -11.92046)  0.34
H (4.23970, -5.55275, 5.67044)  0.19
H (2.95226, -4.97884, -1.25930)  0.22
H (-0.37157, 2.50283, 6.29298)  0.41
H (2.44180, -1.09703, -10.39476)  0.21
H (-0.89199, 3.98272, 8.24738)  0.19
H (0.87614, 4.31325, -4.20648)  0.40
H (-3.27122, 2.63827, -4.44301)  0.23
H (3.81308, -6.66835, 0.12914)  0.36
H (-6.63401, 0.31317, -4.68961)  0.37
H (-5.88742, 6.20637, 3.55037)  0.37
H (4.34628, -4.85347, -10.46362)  0.37
H (5.87779, -2.00940, 6.94492)  0.37